The following is a quantum chemistry calculation of the ion C6H10N with charge +1 at a distorted geometry, from the Open Molecules 2025 dataset.

Cartesian coordinates (Å):
C (-1.249, -1.547, 1.487)
C (-0.578, -0.619, 0.931)
C (-1.989, -2.495, 1.968)
C (0.010, 0.330, 0.305)
C (0.402, 0.870, -2.107)
C (-0.286, 1.263, -0.787)
N (1.775, 0.508, 0.626)
H (-1.620, -3.215, 2.684)
H (-3.021, -2.594, 1.665)
H (0.117, -0.134, -2.412)
H (1.487, 0.921, -2.043)
H (0.098, 1.560, -2.888)
H (0.004, 2.283, -0.512)
H (-1.369, 1.252, -0.936)
H (1.934, 1.462, 0.947)
H (2.241, 0.327, -0.260)
H (2.044, -0.173, 1.334)

<S²>: 2.007
LUMO energy (spin up / spin down): -4.0 / -7.0 eV
Net charge: +1
2S+1: 3

natural (NBO) atomic charge list, values in e, 4 entries: atom 1 (C): 0.190, atom 2 (C): -0.230, atom 3 (C): -0.345, atom 4 (C): 0.311